1.
The following is a quantum chemistry calculation of a 2-piece molecular cluster, C15H5F10O4S overall in a non-equilibrium geometry, from the Open Molecules 2025 dataset.

XYZ file:
```
35
Properties=species:S:1:pos:R:3:forces:R:3
F -2.2110 -0.0990 3.2785 1.267 -0.353 0.017
C -1.0599 -0.7868 3.2485 -1.804 -1.080 -0.042
C -1.0790 -2.1302 3.2380 -1.254 1.371 -0.024
F -2.2476 -2.7862 3.2402 0.922 0.086 0.029
C 0.1604 -2.8929 3.2142 -0.122 -1.676 -0.082
O 0.1423 -4.1015 3.1996 0.016 -0.211 0.054
C 1.4220 -2.1693 3.2022 1.362 1.443 -0.015
F 2.5717 -2.8572 3.1785 -0.893 0.091 0.019
C 1.4414 -0.8258 3.2055 1.479 -1.428 -0.173
F 2.6098 -0.1716 3.1683 -1.012 -0.168 0.090
C 0.2027 -0.0631 3.2301 0.000 2.214 -0.151
O 0.2292 1.1452 3.2324 0.020 -0.145 0.177
F -1.6832 4.9497 1.2455 0.662 0.552 0.164
C -0.6685 4.3480 0.6175 -0.712 -0.941 -0.169
F -0.1647 5.1072 -0.3591 -0.187 0.188 0.905
F 0.2885 3.9644 1.4659 -0.417 0.889 -0.095
S -1.3219 2.8187 -0.1761 1.889 -6.441 -5.036
C 0.2203 2.2575 -0.9156 -0.939 2.347 1.641
C 0.2371 1.0804 -1.6125 -0.416 -0.636 -0.179
C -0.9386 0.2900 -1.7729 -0.036 -0.094 -0.010
C -0.9037 -0.8876 -2.4615 0.040 -0.081 -0.050
C 0.2832 -1.3367 -3.0233 0.152 -0.830 -0.767
C 0.3265 -2.6472 -3.7792 -0.173 3.493 1.754
F 1.3007 -2.5862 -4.7025 -0.003 -1.108 -0.468
F 0.5835 -3.6370 -2.9082 0.044 -1.260 -0.609
F -0.8590 -2.8558 -4.3760 0.154 -1.042 -0.419
C 1.4464 -0.5921 -2.8769 -0.035 -0.195 -0.102
C 1.4379 0.5933 -2.1966 -0.166 -0.017 0.078
O -1.6886 1.6282 0.6713 -0.664 3.517 0.260
O -2.2268 3.0407 -1.3601 0.423 1.183 3.282
H 1.1035 2.8482 -0.7858 0.195 0.338 0.102
H -1.8578 0.6422 -1.3297 0.027 -0.243 -0.218
H -1.7960 -1.4841 -2.5839 -0.180 0.019 0.029
H 2.3555 -0.9731 -3.3174 0.196 0.088 -0.038
H 2.3437 1.1696 -2.0989 0.165 0.130 0.047
```
Forces are in eV/Å.

Summary:
Multiplicity = 1
LUMO energy = -0.03 eV
Energy above the lowest of the compared OMol25 structures with the same formula, charge and spin = 31.6 kcal per mole
Net charge = -1
Orbital gap = 2.8 eV


2.
The following is a quantum chemistry calculation of a 15-piece molecular cluster, C15H60BIO14 overall in a non-equilibrium geometry, from the Open Molecules 2025 dataset.

XYZ file:
```
91
Properties=species:S:1:pos:R:3:forces:R:3
C 2.8686 1.0102 2.2680 -1.080 -0.985 0.267
B 1.3360 1.4209 2.1931 1.196 -0.032 -0.094
I -0.3244 0.0095 2.3994 0.498 0.396 -0.121
H 3.0346 -0.0772 2.3051 -0.054 0.335 0.004
H 3.2319 1.3947 3.2415 0.058 0.144 -0.483
H 3.4663 1.3932 1.4302 -0.225 0.322 0.346
H 1.0677 2.5600 2.0463 -0.479 -0.052 -0.069
C 5.3777 -0.8169 0.3431 -0.071 -0.257 0.181
O 5.3637 -1.0512 1.7488 0.112 0.183 -0.099
H 5.6851 0.2119 0.1706 -0.008 -0.015 0.072
H 6.0872 -1.4887 -0.1475 -0.022 0.090 -0.137
H 4.3787 -0.9663 -0.0772 0.050 0.073 -0.138
H 5.0916 -1.9601 1.8841 -0.004 -0.120 0.102
C 1.4921 2.4157 -1.6518 0.151 0.420 0.252
O 2.5402 3.0199 -0.9088 0.107 -0.297 0.163
H 1.7722 1.3887 -1.8780 0.016 0.032 -0.011
H 0.5690 2.4169 -1.0629 -0.117 -0.113 -0.164
H 1.3383 2.9620 -2.5872 -0.151 -0.188 -0.086
H 2.2700 3.9281 -0.7222 0.031 0.053 -0.194
C -2.3495 -3.3719 4.4935 -0.135 0.136 0.107
O -2.2126 -2.0385 4.9755 -0.156 -0.010 0.334
H -2.8582 -3.9659 5.2516 0.061 0.114 0.074
H -2.9388 -3.3589 3.5822 0.016 -0.296 -0.027
H -1.3667 -3.8063 4.2936 -0.077 -0.115 -0.054
H -1.7816 -1.5534 4.2744 0.258 0.310 -0.142
C -2.7894 -5.1678 0.9814 0.012 -0.003 -0.177
O -2.6335 -3.8380 1.4791 -0.129 0.152 -0.165
H -3.3195 -5.7504 1.7300 -0.056 0.119 0.001
H -3.3758 -5.1510 0.0602 -0.030 -0.179 0.030
H -1.8148 -5.6245 0.7908 -0.033 -0.010 -0.001
H -2.1700 -3.3318 0.8070 0.133 0.054 -0.021
C 3.2832 0.3829 -4.6497 -0.226 -0.088 -0.352
O 1.8683 0.3219 -4.8251 0.021 0.072 0.310
H 3.4988 0.5309 -3.5941 -0.075 -0.006 -0.021
H 3.7384 -0.5525 -4.9831 0.211 0.085 0.110
H 3.6912 1.2207 -5.2221 0.187 -0.034 0.105
H 1.7058 0.1924 -5.7600 -0.115 -0.020 -0.116
C 6.2278 -2.7963 -4.7550 0.118 0.340 -0.211
O 6.3792 -1.4145 -4.4388 -0.142 -0.125 0.177
H 5.8249 -3.3066 -3.8856 0.052 0.063 0.017
H 5.5368 -2.9172 -5.5949 0.013 -0.174 0.018
H 7.1964 -3.2334 -5.0080 -0.095 -0.185 0.016
H 6.7358 -0.9817 -5.2159 0.077 0.134 -0.051
C 2.3933 6.3797 -2.5162 -0.226 -0.058 -0.138
O 1.5157 5.6536 -1.6529 0.159 0.079 0.213
H 3.2827 6.6534 -1.9535 -0.060 -0.082 0.071
H 2.6838 5.7558 -3.3655 0.116 0.095 -0.015
H 1.9057 7.2872 -2.8775 0.131 0.022 -0.065
H 0.7394 5.4213 -2.1647 -0.146 -0.038 -0.002
C 4.4317 -6.0312 -3.9724 0.032 0.179 0.253
O 5.5326 -5.7289 -3.1205 0.027 -0.162 -0.204
H 4.7635 -6.7521 -4.7160 0.068 0.018 0.053
H 3.6119 -6.4653 -3.3944 -0.075 -0.027 -0.142
H 4.0843 -5.1269 -4.4805 -0.102 -0.090 -0.087
H 5.2246 -5.0948 -2.4709 0.022 0.039 0.163
C -3.6434 0.9339 7.0861 0.021 -0.284 -0.286
O -4.1335 -0.3191 6.6330 -0.129 0.249 0.069
H -4.1405 1.1791 8.0227 -0.016 -0.045 -0.020
H -2.5639 0.8790 7.2577 0.004 0.156 0.066
H -3.8592 1.7161 6.3519 0.062 0.139 0.116
H -3.6823 -0.5219 5.8060 0.075 -0.342 0.115
C 2.3347 4.4561 5.2018 -0.224 -0.190 0.070
O 1.2731 3.9170 4.4193 0.174 0.080 -0.092
H 2.9465 5.0855 4.5597 -0.065 -0.035 -0.051
H 1.9343 5.0610 6.0196 0.148 0.042 0.030
H 2.9535 3.6517 5.6088 0.102 0.114 0.054
H 0.7432 3.3658 4.9982 -0.140 -0.056 0.023
C 0.1962 9.0526 -5.2473 0.030 0.183 0.248
O 1.2926 9.3411 -4.3845 0.023 -0.194 -0.169
H 0.5311 8.3417 -5.9993 0.068 0.021 0.049
H -0.6285 8.6121 -4.6802 -0.076 -0.022 -0.140
H -0.1459 9.9639 -5.7444 -0.095 -0.095 -0.088
H 0.9828 9.9679 -3.7288 0.042 0.101 0.114
C -4.3671 -1.0785 0.0925 0.179 -0.314 0.345
O -5.0850 -2.0641 0.8391 0.622 1.281 -0.812
H -5.0886 -0.4483 -0.4227 -0.025 -0.028 0.018
H -3.7657 -0.4602 0.7646 0.023 0.087 -0.150
H -3.7206 -1.5624 -0.6455 0.017 0.150 -0.062
H -4.4446 -2.6202 1.2957 0.315 -0.238 -0.012
C -6.6973 -4.0030 1.9458 -0.019 0.188 0.171
O -5.7888 -4.8754 2.6144 0.225 -0.346 0.067
H -7.1793 -4.5529 1.1438 0.016 -0.103 0.049
H -7.4587 -3.6428 2.6425 -0.146 -0.010 -0.066
H -6.1522 -3.1551 1.5233 -1.102 -0.795 0.413
H -5.3726 -4.3684 3.3141 0.049 -0.015 0.136
C -8.6561 -1.9116 -1.2618 0.316 -0.055 0.201
O -7.8176 -2.7938 -0.5252 -0.287 0.118 -0.259
H -9.5285 -2.4684 -1.5973 0.036 -0.030 0.027
H -8.9831 -1.0817 -0.6293 -0.109 0.062 -0.118
H -8.1240 -1.5213 -2.1337 -0.144 0.084 -0.077
H -7.0527 -2.2870 -0.2374 0.196 -0.160 0.173
```
Forces are in eV/Å.

Summary:
Multiplicity = 1
LUMO energy = 0.10 eV
Orbital gap = 9.6 eV


> multiplicity of number 1 (C15H5F10O4S)?

1